Model a:
Computed, not measured: a cluster of 2 separate species, C3H11N in total, with ωB97M-V/def2-TZVPD.

Output
* SMILES: CCN.C
* HOMO-LUMO gap: 10.5189 eV
* HOMO level: -0.3473 Eh
* LUMO energy: 1.070 eV

Last column: Mulliken charge in e.
Geometry (Å):
C  2.285  -0.997  0.512  -0.83
H  3.042  -1.794  0.385  0.30
H  2.673  -0.424  1.388  0.25
H  2.282  -0.360  -0.419  0.22
H  1.306  -1.473  0.806  0.05
C  -1.607  1.473  -0.765  -1.07
C  -0.716  0.501  0.039  -0.17
N  -1.108  -0.911  -0.177  -0.56
H  -1.488  1.291  -1.773  0.33
H  -1.288  2.516  -0.630  0.31
H  -2.671  1.372  -0.476  0.28
H  -0.498  0.891  1.059  0.28
H  0.228  0.595  -0.495  0.16
H  -1.989  -1.124  0.343  0.23
H  -0.451  -1.557  0.203  0.23

Model b:
Computed, not measured: a cluster of 2 separate species, C3H11N in total, with ωB97M-V/def2-TZVPD.

Output
* SMILES: CNC.C
* HOMO-LUMO gap: 9.4502 eV
* HOMO level: -0.3039 Eh
* LUMO energy: 1.179 eV

Last column: Mulliken charge in e.
Geometry (Å):
C  -1.535  5.667  -1.635  -0.89
H  -1.525  5.881  -0.561  0.23
H  -0.574  5.897  -2.092  0.21
H  -2.338  6.323  -1.990  0.23
H  -1.885  4.654  -1.829  0.22
C  1.288  -3.872  1.336  -0.75
N  1.025  -2.442  1.266  -0.30
C  0.376  -1.941  0.067  -0.80
H  0.634  -4.397  0.625  0.28
H  2.336  -4.108  1.146  0.20
H  1.032  -4.264  2.327  0.29
H  0.685  -1.985  2.095  0.24
H  -0.691  -1.794  0.293  0.26
H  0.363  -2.622  -0.789  0.31
H  0.811  -0.997  -0.258  0.26

Most stable structure - model a; separation to the second - 0.0095 hartree.

Model a:
Computed, not measured: an isolated molecule of C24H32N2O4S, with ωB97M-V/def2-TZVPD.

Output
* SMILES: CCc1ccc(OC[C@@H]2c3cc(OC)c(OC)cc3CCN2C(=S)NCCOC)cc1
* HOMO-LUMO gap: 8.5072 eV
* HOMO level: -0.2885 Eh
* LUMO energy: 0.655 eV

Last column: Mulliken charge in e.
Geometry (Å):
C  -6.514  -2.205  0.452  -1.22
H  -6.644  -2.134  -0.626  0.32
H  -6.155  -3.205  0.686  0.33
H  -7.481  -2.062  0.929  0.40
C  -5.514  -1.154  0.938  -1.29
C  -4.177  -1.349  0.281  0.89
C  -3.188  -2.112  0.883  -0.56
C  -1.953  -2.298  0.286  -0.69
C  -1.689  -1.726  -0.952  0.74
C  -2.691  -0.991  -1.582  -0.58
C  -3.912  -0.803  -0.969  -0.38
H  -4.670  -0.212  -1.462  0.46
H  -2.483  -0.564  -2.550  0.43
O  -0.510  -1.845  -1.640  -0.52
C  0.679  -2.081  -0.925  -1.13
H  1.416  -2.360  -1.682  0.61
H  0.578  -2.926  -0.239  0.13
C  1.208  -0.830  -0.142  -0.11
N  2.452  -0.355  -0.729  0.15
C  3.610  -0.948  -0.366  0.48
N  4.762  -0.432  -0.875  -0.18
H  4.766  0.555  -1.090  0.32
C  6.051  -0.905  -0.426  -1.17
C  6.470  -0.234  0.881  -0.33
O  6.548  1.159  0.655  -0.32
C  6.903  1.880  1.805  -0.75
H  6.167  1.737  2.606  0.32
H  7.888  1.575  2.177  0.29
H  6.931  2.930  1.521  0.24
H  5.727  -0.452  1.661  0.35
H  7.444  -0.625  1.209  0.45
H  6.780  -0.675  -1.206  0.36
H  5.989  -1.984  -0.275  0.49
S  3.623  -2.298  0.602  -0.39
C  2.417  0.690  -1.735  -0.81
C  1.018  0.841  -2.333  -1.42
C  0.039  1.063  -1.223  -0.10
C  0.182  0.264  -0.103  -1.29
C  -0.665  0.431  0.987  -0.10
C  -1.687  1.362  0.944  0.47
C  -1.851  2.160  -0.211  1.03
C  -0.971  2.016  -1.269  -0.48
H  -1.069  2.625  -2.154  0.48
O  -2.895  3.032  -0.176  -0.49
C  -3.154  3.806  -1.319  -0.97
H  -3.351  3.179  -2.194  0.36
H  -4.046  4.387  -1.084  0.25
H  -2.328  4.491  -1.541  0.34
O  -2.585  1.587  1.940  -0.49
C  -2.524  0.773  3.085  -0.80
H  -3.354  1.091  3.714  0.25
H  -1.584  0.911  3.630  0.37
H  -2.645  -0.284  2.827  0.24
H  -0.528  -0.194  1.854  0.52
H  0.751  -0.069  -2.874  0.30
H  1.016  1.674  -3.037  0.52
H  2.714  1.649  -1.284  0.32
H  3.128  0.440  -2.529  0.65
H  1.448  -1.154  0.877  1.22
H  -1.207  -2.883  0.800  0.29
H  -3.379  -2.570  1.844  0.46
H  -5.409  -1.233  2.022  0.39
H  -5.893  -0.158  0.705  0.38

Model b:
Computed, not measured: a structure of composition C24H32N2O4S, with ωB97M-V/def2-TZVPD.

Output
* HOMO-LUMO gap: 7.9575 eV
* HOMO level: -0.2759 Eh
* LUMO energy: 0.449 eV

Last column: Mulliken charge in e.
Geometry (Å):
C  -1.076  -1.857  -2.580  -1.27
C  -1.023  -0.408  -2.249  0.49
H  -1.865  -0.138  -1.597  -0.32
H  -1.234  0.232  -3.144  0.26
O  0.065  -0.264  -1.733  -0.23
C  -0.039  0.977  -0.742  -1.20
C  1.355  1.143  -0.089  0.48
C  1.759  2.785  -0.325  -2.34
C  3.171  3.103  0.092  -0.24
C  4.294  2.499  -0.821  -0.45
O  5.504  3.157  -0.475  -0.49
H  5.700  2.683  0.260  0.36
H  4.230  1.267  -0.976  0.03
H  4.077  3.035  -1.770  0.36
H  3.332  4.146  0.116  0.51
H  3.375  2.638  1.301  0.10
H  1.142  3.088  0.562  0.41
H  1.551  3.143  -1.106  1.33
H  2.198  0.891  -1.051  -0.03
C  1.609  0.624  1.239  1.69
C  0.481  -0.387  1.343  -2.11
C  -0.835  -0.035  1.193  0.90
O  -0.972  1.077  0.274  -0.43
C  -1.902  -1.036  1.474  0.79
O  -1.615  -2.116  1.075  -0.65
N  -2.987  -0.561  1.505  0.61
C  -3.450  0.617  1.582  -1.03
H  -3.925  1.130  2.513  0.07
C  -4.526  1.076  0.569  -0.44
N  -5.565  0.197  0.636  -0.16
C  -6.608  0.673  -0.457  -1.27
H  -7.513  -0.109  -0.372  0.28
H  -6.244  0.477  -1.425  0.42
H  -6.950  1.469  -0.287  0.56
C  -5.218  -1.219  0.477  -0.60
C  -4.166  -1.271  1.639  -1.40
H  -4.677  -1.321  2.395  0.90
H  -3.845  -2.479  1.792  0.34
H  -4.720  -1.326  -0.482  0.34
H  -6.186  -1.658  0.662  0.47
H  -3.852  0.920  -0.355  0.17
H  -4.925  2.219  0.784  0.34
H  -2.689  1.409  1.544  0.41
H  0.692  -1.399  2.050  0.01
C  2.863  -0.050  1.147  -0.12
C  4.096  0.164  2.084  -0.89
S  5.464  -0.835  2.011  -0.29
C  4.794  -1.808  0.725  0.14
C  5.273  -2.630  -0.093  -0.43
C  4.376  -3.294  -0.913  -0.26
C  3.232  -2.901  -1.302  -1.32
C  2.650  -1.850  -0.639  -0.37
C  3.545  -1.162  0.297  0.25
H  1.685  -1.666  -0.717  0.67
H  2.761  -3.541  -1.897  0.57
H  4.981  -4.094  -1.292  0.33
H  6.227  -3.097  0.182  0.36
H  3.830  1.003  2.899  0.23
H  1.632  1.456  1.914  1.43
H  -0.164  1.923  -1.095  0.87
H  -0.194  -2.102  -3.381  0.25
H  -1.002  -2.498  -1.691  0.25
H  -1.978  -2.109  -3.281  0.39

Most stable structure - model a; separation to the second - 0.7344 hartree.